(1)
Entry from the Open Molecules 2025 dataset: 2 unconnected molecules or ions with the total composition C5H13NO2 (the ωB97M-V functional and the def2-TZVPD basis).

Each line ends with the Mulliken spin population.
Positions of all 21 atoms, in Å:
1 C 0.881 -1.513 -0.061  0.440
2 O 0.800 -2.561 0.917  0.032
3 C -0.498 -1.204 -0.746  -0.173
4 C -1.319 0.059 -0.304  1.223
5 C -0.624 1.327 -0.750  -0.976
6 C 0.137 1.931 0.143  1.093
7 N -0.656 1.540 -2.113  0.334
8 H 1.345 -0.650 0.439  0.154
9 H 1.600 -1.912 -0.773  0.013
10 H 0.305 -2.254 1.688  -0.043
11 H -1.083 -2.090 -0.870  -0.234
12 H -0.214 -1.066 -1.829  0.039
13 H -1.590 -0.099 0.710  -0.676
14 H -2.324 0.020 -0.786  0.131
15 H 0.442 1.527 1.109  0.019
16 H 0.564 2.918 0.234  -0.193
17 H -1.459 1.171 -2.602  -0.137
18 H -0.233 2.387 -2.466  -0.050
19 H 1.741 0.787 2.603  0.080
20 H 0.614 -0.137 2.626  -0.238
21 O 1.571 -0.181 2.832  0.162

- max |F| (eV/A) = 2.66
- HOMO-LUMO gap (alpha / beta) (eV) = 2.874 / 8.456
- electronic energy (eV) = -10978.20110
- net charge = -1
- ⟨S²⟩ = 0.7504
- energy relative to the best compared isomer or geometry (same formula, charge and spin) (kJ/mol) = 263.7
- LUMO energy (alpha / beta) (eV) = 3.751 / 3.541
- multiplicity = 2


(2)
Entry from the Open Molecules 2025 dataset: a gas-phase ion, C4H8NO2 (charge -1) (the ωB97M-V functional and the def2-TZVPD basis).

Each line ends with the Mulliken charge.
Positions of all 15 atoms, in Å:
1 C 0.709 0.764 1.421  -0.938
2 C 1.550 0.001 0.329  0.517
3 O 2.720 -0.408 0.615  -0.697
4 N 0.880 0.043 -0.864  -0.156
5 C -0.643 0.165 -1.178  -0.692
6 C -1.533 -0.919 -0.442  -0.055
7 O -2.803 -0.506 -0.076  -0.859
8 H 0.312 1.715 0.957  0.269
9 H -0.152 0.160 1.803  0.307
10 H 1.385 0.928 2.337  0.277
11 H 1.548 -0.421 -1.563  0.240
12 H -0.720 0.532 -2.230  0.410
13 H -0.908 0.950 -0.560  0.261
14 H -0.827 -1.026 0.488  -0.074
15 H -1.518 -1.979 -1.036  0.192

- max |F| (eV/A) = 3.74
- HOMO-LUMO gap (eV) = 6.814
- electronic energy (eV) = -9861.73403
- net charge = -1
- SMILES = CC(=O)NCC[O-]
- energy relative to the best compared isomer or geometry (same formula, charge and spin) (kJ/mol) = 294.5
- LUMO energy (eV) = 3.931